Entry 1:
Below is C6H10 as an isolated structure, with properties calculated with ωB97M-V with the def2-TZVPD basis set.

XYZ file:
```
16
Properties=species:S:1:pos:R:3:forces:R:3
C -1.5488 0.0202 0.9490 0.024 -0.006 -0.033
C -1.5169 0.3100 -0.5532 0.000 -0.017 -0.020
C -0.2400 -0.1473 -1.2459 -0.241 0.321 -0.114
C 0.4213 -1.4284 -0.8362 0.454 0.791 0.090
C 1.2470 -0.4352 -0.5035 -0.168 -0.438 0.186
C 2.2185 -0.0938 0.5963 0.057 0.011 0.017
H -1.3311 -1.0376 1.1370 -0.064 0.233 -0.023
H -2.5335 0.2624 1.3683 0.240 -0.059 -0.107
H -0.7973 0.6189 1.4819 -0.163 -0.127 -0.114
H -1.6944 1.3765 -0.7554 0.045 -0.254 0.050
H -2.3238 -0.2459 -1.0587 0.188 0.119 0.096
H -0.1470 0.1710 -2.2915 0.021 -0.070 0.292
H 0.8634 0.7146 -0.9395 -0.199 -0.445 -0.082
H 2.5705 -1.0455 1.0139 -0.078 0.235 -0.107
H 3.0794 0.4848 0.2363 -0.220 -0.150 0.074
H 1.7328 0.4753 1.4011 0.103 -0.143 -0.202
```
Positions in Å, forces in eV/Å.

E_LUMO, eV: 0.87
2S+1: 1
Charge: 0
Energy relative to the best compared isomer or geometry (same formula, charge and spin), kcal per mole: 113.68

***

Entry 2:
Below is C33H47CsN10PSi as an isolated structure, with properties calculated with ωB97M-V with the def2-TZVPD basis set.

XYZ file:
```
93
Properties=species:S:1:pos:R:3:forces:R:3
Cs 1.0470 -0.7138 -0.8477 -0.762 1.078 -0.215
C 2.1069 -0.3331 5.5006 -0.072 -0.018 0.427
N 2.2088 -0.1135 4.0867 0.096 -0.083 -0.301
C 3.2210 0.5136 3.4260 0.249 0.112 -0.042
C 2.8491 0.5477 2.1111 0.260 0.087 0.191
N 1.6418 -0.0382 1.9568 -0.301 -0.116 0.273
C 1.2719 -0.4388 3.1486 -0.194 -0.232 0.225
P -0.2421 -1.3190 3.6574 0.168 0.520 -0.450
C -1.4451 -0.1052 3.0694 -0.247 -0.123 0.089
N -1.5562 0.3832 1.8565 0.560 -0.335 0.001
C -2.6290 1.1979 1.8761 -0.257 0.216 0.013
C -3.1914 1.2062 3.1227 -0.121 0.062 0.015
N -2.4359 0.3658 3.8863 0.178 0.083 -0.427
C -2.6222 0.0236 5.2636 -0.042 -0.186 0.523
C -0.3977 -2.5366 2.3337 -0.142 0.041 0.033
N -0.3583 -2.3512 1.0339 -0.146 -0.035 0.607
C -0.5761 -3.5596 0.4739 -0.016 -0.315 -0.039
C -0.7666 -4.4985 1.4480 -0.046 -0.260 -0.116
N -0.6648 -3.8420 2.6355 0.204 0.198 -0.455
C -0.8588 -4.3912 3.9425 -0.106 -0.178 0.555
H 3.0465 -0.0533 5.9736 -0.032 -0.053 -0.006
H 1.8878 -1.3839 5.7046 0.078 0.124 0.091
H 1.3025 0.2772 5.9194 0.100 -0.066 0.073
H 4.1059 0.8486 3.9297 0.112 0.119 0.107
H 3.3942 0.9455 1.2769 0.108 0.113 -0.141
H -2.9262 1.7321 0.9968 -0.112 0.170 -0.169
H -4.0385 1.7241 3.5201 -0.213 0.128 0.121
H -3.4691 0.5747 5.6670 0.020 0.002 -0.030
H -1.7285 0.2676 5.8434 -0.126 0.018 0.021
H -2.8115 -1.0482 5.3702 -0.049 0.112 0.056
H -0.5708 -3.6965 -0.5917 -0.032 -0.058 -0.160
H -0.9430 -5.5531 1.4020 -0.105 -0.237 -0.014
H -1.1165 -5.4440 3.8542 0.001 0.005 -0.004
H -1.6682 -3.8651 4.4551 0.065 -0.145 0.006
H 0.0490 -4.2967 4.5401 -0.051 -0.070 0.028
N 2.7295 -2.6029 0.7862 0.653 -0.850 0.763
C 3.0890 -3.2809 1.6503 -0.805 1.502 -1.956
C 3.4788 -4.0812 2.7182 0.725 -1.476 2.010
C 2.8677 -3.9071 3.9802 0.142 0.297 -1.159
C 3.2470 -4.6886 5.0421 0.350 -0.509 0.504
C 4.2359 -5.6613 4.8871 -0.091 0.348 -0.442
C 4.8392 -5.8379 3.6401 0.088 -0.350 0.824
C 4.4807 -5.0641 2.5664 -0.723 0.890 -0.368
H 2.1115 -3.1343 4.0688 0.009 -0.060 0.083
H 2.7920 -4.5501 6.0151 -0.044 0.041 -0.025
H 4.5529 -6.2540 5.7331 -0.037 -0.067 0.007
H 5.6078 -6.5894 3.5319 0.057 -0.031 -0.058
H 4.9568 -5.1765 1.6023 0.001 -0.059 -0.011
N 2.0811 -1.0296 -3.2840 0.158 -0.286 -0.803
C 3.0920 -1.0399 -3.8665 -0.837 0.227 0.290
N 4.1883 -1.1966 -4.4686 0.636 -1.437 0.084
C 4.9656 -0.4250 -5.1250 0.382 0.706 -0.483
N 5.7450 0.1681 -5.7468 0.362 0.332 -0.243
C -0.4327 3.3238 -5.4968 0.071 -0.135 0.045
C -0.0896 2.1572 -4.5687 -0.499 0.511 -0.169
C -0.2614 0.8594 -5.3545 -0.151 0.080 0.191
C 1.3984 2.2353 -4.2260 -0.162 -0.019 0.190
Si -1.1563 2.1093 -2.9001 0.858 -1.207 1.496
C -2.9977 1.4120 -3.2540 0.065 0.479 -0.360
C -3.9143 1.6592 -2.0584 0.222 0.143 -0.161
C -3.6629 2.0124 -4.4920 0.013 -0.106 0.138
C -2.9322 -0.1067 -3.4242 0.146 0.210 0.015
C -1.2583 3.9377 -2.0829 -0.300 0.033 -0.521
C 0.1289 4.5759 -2.0715 -0.130 -0.205 -0.125
C -1.6832 3.8264 -0.6178 0.036 -0.112 -0.212
C -2.2150 4.8981 -2.7879 0.115 -0.058 0.107
H 0.1526 3.2585 -6.4164 0.146 0.043 -0.273
H -0.2001 4.2779 -5.0311 -0.016 0.196 0.022
H -1.4847 3.3196 -5.7708 -0.178 0.075 -0.069
H 0.4154 0.8505 -6.2104 0.175 0.020 -0.173
H -1.2715 0.7429 -5.7377 -0.169 -0.061 -0.088
H -0.0119 0.0064 -4.7299 0.002 -0.219 0.066
H 1.9943 2.2650 -5.1400 0.108 0.004 -0.227
H 1.6965 1.3540 -3.6664 0.064 -0.038 0.092
H 1.6452 3.1134 -3.6406 0.087 0.164 0.100
H -4.1030 2.7178 -1.9086 -0.067 0.193 0.090
H -3.4684 1.2482 -1.1571 0.080 -0.050 0.252
H -4.8821 1.1742 -2.2105 -0.177 -0.138 -0.065
H -3.7296 3.0942 -4.4144 -0.026 0.191 -0.070
H -4.6771 1.6223 -4.6149 -0.291 -0.086 -0.087
H -3.1067 1.7653 -5.3911 0.060 0.027 -0.192
H -2.5322 -0.5676 -2.5228 0.079 -0.087 0.098
H -2.2981 -0.3891 -4.2555 0.127 -0.152 -0.132
H -3.9314 -0.5120 -3.6078 -0.227 -0.058 -0.028
H 0.8438 3.9098 -1.5923 0.192 -0.069 0.034
H 0.1137 5.5188 -1.5182 -0.057 0.168 0.146
H 0.4754 4.7971 -3.0758 0.142 0.032 -0.142
H -1.0626 3.1033 -0.0947 0.094 -0.147 0.103
H -2.7183 3.5174 -0.5271 -0.229 -0.106 0.084
H -1.5855 4.7933 -0.1172 0.016 0.247 0.074
H -1.9494 5.0163 -3.8339 -0.024 0.058 -0.208
H -2.1853 5.8871 -2.3223 -0.045 0.297 0.106
H -3.2395 4.5406 -2.7321 -0.207 -0.018 -0.048
```
Positions in Å, forces in eV/Å.

E_LUMO, eV: 1.16
2S+1: 1
Charge: -1
Energy relative to the best compared isomer or geometry (same formula, charge and spin), kcal per mole: 34.78

***

Entry 3:
Below is a single C4H3NO molecule, with properties calculated with ωB97M-V with the def2-TZVPD basis set.

XYZ file:
```
9
Properties=species:S:1:pos:R:3:forces:R:3
C -0.1574 1.1192 0.6171 0.791 -0.995 0.506
C 0.0000 -0.1782 -0.2187 1.337 0.099 2.474
C -1.3614 2.8318 -0.8409 0.254 0.365 -0.330
C -0.8107 2.0543 -0.0297 0.660 -0.065 2.708
N -0.4175 0.0573 -1.3678 0.157 -3.467 -3.400
O -1.7457 3.6092 -1.6032 -0.881 0.930 -0.953
H 0.3554 1.2202 1.6313 -0.907 -0.068 -1.402
H 0.5590 -1.1037 0.2750 -1.334 1.701 -1.312
H -0.3219 -0.7641 -2.0742 -0.078 1.500 1.708
```
Positions in Å, forces in eV/Å.

E_LUMO, eV: -0.90
2S+1: 1
SMILES: [H]/N=C/C=C=C=O
Charge: 0
Energy relative to the best compared isomer or geometry (same formula, charge and spin), kcal per mole: 56.82

***

Entry 4:
Below is C17H22CoN6Se2 as an isolated structure, with properties calculated with ωB97M-V with the def2-TZVPD basis set.

XYZ file:
```
48
Properties=species:S:1:pos:R:3:forces:R:3
Co 0.4745 -0.1953 0.1187 -0.012 0.186 0.056
N 2.8552 -2.3422 2.5436 0.028 0.017 -0.005
C 3.5821 -1.1962 2.7747 -0.016 0.000 -0.037
C 2.9861 -0.2137 2.0451 -0.039 -0.063 0.041
N 1.9060 -0.7468 1.3818 0.068 0.088 -0.093
C 1.8595 -2.0296 1.7003 -0.033 -0.067 0.048
C 0.7839 -2.7890 1.0972 0.060 -0.060 0.054
N -0.0036 -2.1122 0.2799 -0.027 0.104 0.027
C -0.9698 -2.9835 -0.1548 0.041 -0.027 -0.040
C -0.7424 -4.2041 0.4031 0.017 0.034 0.039
N 0.3732 -4.0621 1.1984 -0.038 -0.017 -0.045
H 3.0499 -3.2446 2.9482 0.003 0.006 0.002
H 4.4383 -1.1826 3.4253 -0.002 -0.006 0.003
H 3.2577 0.8241 1.9663 -0.005 0.006 0.011
H -1.7536 -2.6867 -0.8287 0.001 0.004 0.001
H -1.2639 -5.1401 0.3127 0.000 -0.001 0.003
H 0.7858 -4.7952 1.7533 0.000 0.001 0.000
C -0.2797 3.3505 0.8606 -0.046 -0.056 0.036
Se 1.1383 2.1497 0.3067 -0.027 -0.105 0.030
C 1.1134 2.6073 -1.5847 0.040 0.003 -0.015
C 2.1131 1.7674 -2.3531 0.029 -0.002 -0.059
Se 1.9460 -0.1634 -2.0286 -0.047 -0.075 -0.045
C 3.7765 -0.5144 -1.4851 -0.008 -0.022 0.018
H -1.1718 3.1806 0.2638 0.004 -0.013 -0.004
H 0.0874 4.3662 0.7436 -0.019 0.010 -0.002
H -0.4858 3.1524 1.9089 -0.008 0.018 0.003
H 1.3770 3.6624 -1.6561 -0.019 0.001 -0.030
H 0.0933 2.4766 -1.9432 -0.005 -0.024 0.016
H 3.1373 2.0314 -2.0949 -0.002 0.000 0.018
H 1.9851 1.9192 -3.4230 0.021 0.033 0.006
H 4.4294 -0.3560 -2.3381 0.008 0.001 0.005
H 3.8269 -1.5568 -1.1791 -0.002 -0.003 -0.008
H 4.0515 0.1314 -0.6558 0.003 0.001 -0.002
N -2.7815 0.3973 -2.3371 -0.018 -0.020 0.015
C -1.4928 0.0948 -2.1040 -0.067 0.065 -0.003
N -1.1892 0.1881 -0.8272 0.061 -0.046 -0.017
C -2.3687 0.5496 -0.1728 0.055 0.033 -0.011
C -2.6253 0.7500 1.1835 0.024 0.028 0.014
C -3.9089 1.1048 1.5339 -0.040 0.009 -0.021
C -4.9202 1.2580 0.5657 0.019 -0.009 0.033
C -4.6786 1.0557 -0.7752 0.014 0.001 -0.018
C -3.3784 0.6950 -1.1209 -0.023 -0.026 -0.034
H -3.2270 0.3932 -3.2409 0.005 -0.006 -0.002
H -0.8117 -0.1988 -2.8874 0.008 0.015 -0.006
H -1.8489 0.6329 1.9307 -0.004 -0.015 0.006
H -4.1525 1.2693 2.5745 -0.004 -0.002 0.000
H -5.9146 1.5363 0.8858 0.004 0.006 0.008
H -5.4586 1.1691 -1.5154 -0.001 -0.002 0.004
```
Positions in Å, forces in eV/Å.

E_LUMO (spin up / spin down), eV: -5.58 / -5.79
2S+1: 2
Charge: +2
Energy relative to the best compared isomer or geometry (same formula, charge and spin), kcal per mole: 1.00